[1]
Below is C37H33NO10P2RuS2 as an isolated structure in a non-equilibrium geometry, with properties calculated with the ωB97M-V functional and the def2-TZVPD basis.

```
! wB97M-V def2-TZVPD RIJCOSX def2/J DEFGRID3
* xyz 2 5
Ru 1.3785 2.7645 -0.9509
C -4.4269 -1.0954 -6.2106
C -3.5314 -0.4791 -5.1946
C -2.2426 -0.0682 -5.5356
C -1.4099 0.5227 -4.6047
C -1.8790 0.7008 -3.3167
C -3.1631 0.3193 -2.9503
C -3.9817 -0.2757 -3.8881
S -0.8465 1.3526 -1.9913
O 0.2402 2.1759 -2.6497
C 0.0429 -0.1863 -1.6850
C 1.1604 -0.4319 -2.4807
C 1.9364 -1.5393 -2.2391
C 1.5996 -2.4241 -1.1985
C 2.3810 -3.5714 -0.9489
C 2.0444 -4.4429 0.0594
C 0.9254 -4.1897 0.8590
C 0.1463 -3.0759 0.6445
C 0.4486 -2.1752 -0.3963
C -0.3364 -1.0134 -0.6417
C -1.5732 -0.7454 0.1195
C -2.7086 -1.5785 -0.1362
C -2.6884 -2.5933 -1.1166
C -3.8105 -3.3377 -1.3772
C -5.0080 -3.0936 -0.6945
C -5.0631 -2.1091 0.2571
C -3.9230 -1.3376 0.5628
C -3.9835 -0.3115 1.5263
C -2.8907 0.4736 1.7629
C -1.6973 0.2574 1.0604
S -0.3886 1.4589 1.4777
O 0.7627 1.0760 0.6112
C -0.0007 0.8441 3.1262
C -0.3958 1.6276 4.2001
C -0.1257 1.1989 5.4837
C 0.5440 -0.0046 5.7038
C 0.8169 -0.4800 7.0853
C 0.9552 -0.7604 4.6015
C 0.6976 -0.3379 3.3133
H -3.8625 -1.5178 -7.0386
H -5.0926 -0.3290 -6.6122
H -5.0497 -1.8665 -5.7618
H -1.8872 -0.2128 -6.5435
H -0.4224 0.8595 -4.8723
H -3.5126 0.4956 -1.9449
H -4.9823 -0.5783 -3.6172
H 1.4169 0.2622 -3.2677
H 2.8073 -1.7395 -2.8448
H 3.2425 -3.7572 -1.5738
H 2.6364 -5.3287 0.2286
H 0.6696 -4.8790 1.6484
H -0.7180 -2.8942 1.2652
H -1.7787 -2.7928 -1.6608
H -3.7705 -4.1192 -2.1186
H -5.8809 -3.6864 -0.9167
H -5.9832 -1.8980 0.7793
H -4.9032 -0.1549 2.0659
H -2.9260 1.2546 2.5036
H -0.9047 2.5615 4.0254
H -0.4308 1.8057 6.3217
H 0.6580 0.3061 7.8175
H 1.8344 -0.8538 7.1748
H 0.1480 -1.3071 7.3259
H 1.4800 -1.6904 4.7619
H 1.0313 -0.9069 2.4599
C 5.9531 2.9921 0.4317
C 4.4873 2.8343 0.0875
O 4.0216 3.6544 -0.9665
P 3.3568 3.1479 1.5126
O 3.9735 4.3412 2.3275
O 3.2547 1.9333 2.4869
O 2.0132 3.5535 0.9736
P 3.9858 1.1126 -0.4450
O 5.0613 0.5927 -1.4811
O 3.8288 0.2031 0.7231
O 2.7293 1.3762 -1.2640
H 6.1299 3.9601 0.9038
H 6.5659 2.9203 -0.4663
H 6.2547 2.2133 1.1325
H 4.2992 4.5751 -0.8376
H 3.3500 4.9371 2.7516
H 3.3899 1.0730 1.9867
H 5.7571 0.0632 -1.0864
O -1.5218 5.5303 0.2573
C -0.7391 4.8094 -0.1969
N 0.0242 4.0302 -0.6836
*
```

Computed properties:
* DFT total energy: -3810.4957 Ha
* gap between HOMO and LUMO (spin up / spin down): 5.201 / 3.804 eV
* lowest unoccupied orbital energy (spin up / spin down): -7.7 / -9.1 eV
* molecular weight: 878.82 g/mol

Löwdin atomic charge list, values in e, 5 entries:
1. Ru 1.721
2. C -0.030
3. C -0.244
4. C -0.003
5. C -0.047


[2]
Below is C8H9AsF15N2O3 as an isolated structure, with properties calculated with the ωB97M-V functional and the def2-TZVPD basis.

```
! wB97M-V def2-TZVPD RIJCOSX def2/J DEFGRID3
* xyz -1 1
N -3.6491 -0.6110 1.9023
C -3.5841 -2.0557 1.7552
C -3.4720 -2.5691 0.3177
O -3.6929 -3.9818 0.3772
C -2.1592 -2.2376 -0.3785
N -0.9592 -2.6642 0.3609
C -0.1177 -1.5978 0.7259
O -0.4304 -0.5444 1.1561
O 1.2372 -1.9153 0.6020
C 1.7975 -2.1824 -0.6176
F 0.8793 -2.4561 -1.5593
F 2.5805 -3.2605 -0.4826
C 2.7102 -1.0358 -1.1496
F 3.1438 -1.4586 -2.3512
F 3.7747 -0.9242 -0.3420
C 2.0447 0.3681 -1.3336
F 0.7311 0.1749 -1.5926
F 2.5990 0.9405 -2.4034
C 2.1920 1.3620 -0.1290
F 2.1960 0.7004 1.0412
F 1.1725 2.1973 -0.1458
F 3.3413 2.0083 -0.2428
H -2.7687 -0.1674 1.6634
H -4.3768 -0.2045 1.3258
H -4.4827 -2.5120 2.1840
H -2.7488 -2.4170 2.3666
H -4.2787 -2.0861 -0.2577
H -3.3760 -4.3784 -0.4441
H -2.1417 -2.7227 -1.3643
H -2.1280 -1.1596 -0.5636
H -1.1933 -3.2226 1.1756
F 2.7253 4.7246 1.0213
As 2.1658 5.8055 -0.2265
F 0.5252 5.3181 0.0960
F 2.3117 4.5206 -1.3985
F 1.6030 6.8752 -1.4792
F 3.8083 6.2814 -0.5495
F 2.0204 7.0876 0.9403
*
```

Computed properties:
* DFT total energy: -4379.4910 Ha
* gap between HOMO and LUMO: 9.951 eV
* lowest unoccupied orbital energy: 2.0 eV
* molecular weight: 541.06 g/mol

Löwdin atomic charge list, values in e, 5 entries:
1. N 0.020
2. C -0.242
3. C -0.377
4. O -0.037
5. C -0.139


[3]
Below is a 2-piece molecular cluster, C3H7O3 overall in a non-equilibrium geometry, with properties calculated with the ωB97M-V functional and the def2-TZVPD basis.

```
! wB97M-V def2-TZVPD RIJCOSX def2/J DEFGRID3
* xyz -1 1
C -2.4406 -0.0377 0.9589
C -1.0379 -0.5232 0.4783
O -1.0525 -1.0080 -0.6763
O -0.0787 -0.3216 1.2551
H -3.2106 -0.4775 0.3408
H -2.4389 1.0342 0.7028
H -2.7044 -0.1409 2.0105
C 1.8820 0.2960 -1.3389
O 2.3268 1.3472 -0.4546
H 2.7330 0.9475 0.3198
H 1.1767 -0.3200 -0.8288
H 2.6807 -0.3989 -1.6158
H 1.4385 0.8551 -2.1646
*
```

Computed properties:
* DFT total energy: -344.2667 Ha
* gap between HOMO and LUMO: 8.150 eV
* lowest unoccupied orbital energy: 4.1 eV
* relative energy (zero: lowest compared OMol25 entry of this formula, charge and spin): 114.4 kJ/mol
* molecular weight: 91.09 g/mol

Löwdin atomic charge list, values in e, 5 entries:
1. C -0.065
2. C -0.793
3. O -0.106
4. O -0.097
5. H 0.038


[4]
Below is C28H25ClLaSi as an isolated structure in a non-equilibrium geometry, with properties calculated with the ωB97M-V functional and the def2-TZVPD basis.

```
! wB97M-V def2-TZVPD RIJCOSX def2/J DEFGRID3
* xyz -1 1
C -0.3964 -0.0542 1.8040
C -1.0092 1.2133 2.1857
C 0.0145 2.2359 2.1865
H -2.0579 1.3543 2.4512
C 1.2572 1.6271 1.7802
C 1.0212 0.2107 1.5512
H 1.7907 -0.5449 1.3859
H -0.8789 -1.0345 1.7734
H -0.1041 3.2637 2.5384
H 2.2308 2.1172 1.7192
La -0.2692 1.3206 -0.0925
Cl 0.2079 -1.9133 -0.8530
C -2.4138 2.9368 -3.4616
C -1.4284 3.9314 -3.1881
C -1.8765 4.7014 -2.0743
H -0.5178 4.1018 -3.7583
C -3.1390 4.1837 -1.6595
C -3.4721 3.0938 -2.5177
H -4.3918 2.5134 -2.4863
H -2.3846 2.2145 -4.2747
H -1.3681 5.5629 -1.6472
H -3.7615 4.5809 -0.8605
C 2.7078 -5.4491 -4.3763
C 1.3714 -5.3373 -3.9906
C 1.0243 -4.8538 -2.7248
C 2.0104 -4.3721 -1.8482
C 3.3586 -4.4872 -2.2302
C 3.6952 -5.0253 -3.4842
Si 1.5189 -3.5253 -0.2742
C 0.6636 -4.6798 0.8926
C -0.5366 -4.3697 1.5447
C -1.1806 -5.3331 2.3334
C -0.6223 -6.5980 2.5283
C 0.6178 -6.8826 1.9467
C 1.2646 -5.9304 1.1456
C 2.9592 -2.7644 0.5666
C 3.3586 -3.2844 1.8069
C 4.6054 -2.9536 2.3528
C 5.4359 -2.0209 1.7154
C 4.9830 -1.4116 0.5326
C 3.7432 -1.7625 -0.0271
H 2.9712 -5.9203 -5.3238
H 0.5785 -5.6621 -4.6561
H -0.0213 -4.8366 -2.4131
H 4.1342 -4.1462 -1.5355
H 4.7463 -5.1408 -3.7410
H -0.9687 -3.3754 1.4264
H -2.1279 -5.0882 2.8086
H -1.1346 -7.3527 3.1310
H 1.1032 -7.8446 2.1142
H 2.2433 -6.1634 0.7159
H 2.7025 -3.9669 2.3441
H 4.9407 -3.4425 3.2730
H 6.4378 -1.7951 2.1201
H 5.6224 -0.6722 0.0372
H 3.3926 -1.2527 -0.9251
*
```

Computed properties:
* DFT total energy: -1863.1464 Ha
* gap between HOMO and LUMO (spin up / spin down): 3.291 / 3.291 eV
* lowest unoccupied orbital energy (spin up / spin down): 2.2 / 2.2 eV
* molecular weight: 563.95 g/mol

Löwdin atomic charge list, values in e, 5 entries:
1. C -0.427
2. C -0.342
3. C -0.299
4. H 0.087
5. C -0.330


[5]
Below is an isolated molecule of C5H10O, with properties calculated with the ωB97M-V functional and the def2-TZVPD basis.

```
! wB97M-V def2-TZVPD RIJCOSX def2/J DEFGRID3
* xyz 0 1
C -1.1858 1.5967 0.2326
C 0.0136 1.4760 -0.2995
C 0.9295 0.2766 -0.2437
O 2.1455 0.6513 0.3871
C 0.3369 -0.9770 0.4086
C -0.6886 -1.6736 -0.4778
H -1.7479 2.5135 0.1480
H -1.6749 0.7962 0.7633
H 0.4619 2.3165 -0.8121
H 1.2292 0.0316 -1.2709
H 1.9479 0.9173 1.2916
H 1.1620 -1.6586 0.6029
H -0.1034 -0.7134 1.3733
H -1.0701 -2.5657 0.0173
H -0.2339 -1.9746 -1.4185
H -1.5221 -1.0127 -0.7020
*
```

Computed properties:
* DFT total energy: -271.7194 Ha
* gap between HOMO and LUMO: 10.995 eV
* lowest unoccupied orbital energy: 1.1 eV
* SMILES: C=C[C@@H](O)CC
* relative energy (zero: lowest compared OMol25 entry of this formula, charge and spin): 87.2 kJ/mol
* molecular weight: 86.13 g/mol

Löwdin atomic charge list, values in e, 5 entries:
1. C 0.015
2. C -0.123
3. C -0.415
4. O -0.038
5. C -0.220


[6]
Below is C13H23F5GdNO2P2 as an isolated structure in a non-equilibrium geometry, with properties calculated with the ωB97M-V functional and the def2-TZVPD basis.

```
! wB97M-V def2-TZVPD RIJCOSX def2/J DEFGRID3
* xyz 2 8
Gd 1.0093 -0.5223 0.6041
P 1.8594 1.2463 -1.4273
C 0.3519 2.2643 -1.2791
C -0.9509 1.5431 -1.1328
N -1.0295 0.4004 -0.3998
C -2.2287 -0.1188 -0.0544
C -3.4226 0.4509 -0.5144
C -3.3494 1.5979 -1.2972
C -2.1116 2.1550 -1.6276
C -2.3376 -1.3711 0.8087
P -1.0492 -1.6646 2.1383
H -2.0118 3.0650 -2.2098
H -4.3706 -0.0185 -0.2702
H -4.2597 2.0778 -1.6650
H -3.3049 -1.3387 1.3500
H -2.3490 -2.2782 0.1751
H 0.4453 2.8862 -0.2804
H 0.3085 2.9968 -2.0915
H 0.7082 2.3641 1.5772
O 0.6821 3.3912 0.9684
H 0.0929 4.1633 1.1184
H 2.8198 -0.8152 0.7892
O 1.0441 1.2397 1.9595
H 0.9690 1.2138 2.9306
C -1.6879 -0.6956 3.5306
H -2.6378 -1.1237 3.8798
H -0.9500 -0.7600 4.3449
H -1.8244 0.3574 3.2445
C -1.3138 -3.3928 2.6179
H -0.5516 -3.6286 3.3864
H -2.3211 -3.5200 3.0616
H -1.1884 -4.0519 1.7326
C 2.2448 0.9289 -3.1750
H 2.5487 1.8567 -3.7047
H 3.0875 0.2064 -3.1994
H 1.3692 0.4785 -3.6854
C 3.1465 2.4512 -0.9573
H 4.1256 1.9300 -0.9490
H 3.2041 3.2975 -1.6748
H 2.9602 2.8500 0.0592
F 0.7304 -2.0368 -2.2937
C 1.0424 -2.5056 -1.0166
F 0.0075 -3.3786 -0.6734
C 2.3191 -3.3532 -1.1480
F 2.1304 -4.4462 -1.9332
F 3.3166 -2.5976 -1.7003
F 2.7268 -3.7947 0.0831
*
```

Computed properties:
* DFT total energy: -2661.2605 Ha
* gap between HOMO and LUMO (spin up / spin down): 8.342 / 5.045 eV
* lowest unoccupied orbital energy (spin up / spin down): -6.9 / -10.4 eV
* relative energy (zero: lowest compared OMol25 entry of this formula, charge and spin): 188.3 kJ/mol
* molecular weight: 539.52 g/mol

Löwdin atomic charge list, values in e, 5 entries:
1. Gd 1.160
2. P 0.794
3. C -0.249
4. C -0.290
5. N -0.009


[7]
Below is an isolated molecule of C2H6NOPS in a non-equilibrium geometry, with properties calculated with the ωB97M-V functional and the def2-TZVPD basis.

```
! wB97M-V def2-TZVPD RIJCOSX def2/J DEFGRID3
* xyz 0 1
C 0.5542 -1.7142 0.6894
C -0.4177 1.0474 0.7762
N 0.1738 -0.4778 -1.6050
O -0.8062 2.2532 -2.1734
P -0.5563 -0.5232 -0.2117
S -0.0840 1.2149 -2.8961
H 1.5225 -1.7005 0.1944
H 0.1364 -2.7154 0.6214
H 0.6465 -1.4256 1.7328
H 0.5872 1.4484 0.6411
H -0.6113 0.8233 1.8204
H -1.1451 1.7695 0.4103
*
```

Computed properties:
* DFT total energy: -949.2195 Ha
* gap between HOMO and LUMO (spin up / spin down): 8.256 / 6.766 eV
* lowest unoccupied orbital energy (spin up / spin down): -0.8 / -1.2 eV
* relative energy (zero: lowest compared OMol25 entry of this formula, charge and spin): 242.1 kJ/mol
* molecular weight: 123.12 g/mol

Löwdin atomic charge list, values in e, 5 entries:
1. C -0.267
2. C -0.281
3. N -0.480
4. O -0.638
5. P 0.668


[8]
Below is C21H27BEuF3N6O8P2S3 as an isolated structure in a non-equilibrium geometry, with properties calculated with the ωB97M-V functional and the def2-TZVPD basis.

```
! wB97M-V def2-TZVPD RIJCOSX def2/J DEFGRID3
* xyz -1 8
Eu -0.8369 0.0101 0.2443
F -6.1431 -2.4530 0.9405
C -5.9970 -2.4719 -0.3656
F -5.5236 -3.7030 -0.7459
F -7.2642 -2.3947 -0.9059
C -5.1103 -1.3305 -0.8596
C -5.4649 -0.8173 -2.0481
C -4.7055 0.1142 -2.7138
C -3.6143 0.6083 -1.9722
N -3.2290 0.0720 -0.7958
C -3.9315 -0.8937 -0.1988
S -3.2170 -1.4690 1.2551
H -6.3837 -1.2690 -2.4522
H -4.9726 0.5390 -3.6674
H -2.9349 1.3867 -2.2786
C 2.1976 -4.5583 1.1606
C 1.3954 -3.3495 0.8639
O 2.1888 -2.3731 0.1351
P 0.8582 -2.4346 2.3704
O 2.1812 -1.8696 3.0724
O 0.4677 -3.5268 3.5181
O -0.1405 -1.4105 2.0713
P -0.0346 -3.5448 -0.3134
O -1.1896 -3.9458 0.7969
O 0.2859 -4.5334 -1.3615
O -0.3935 -2.1588 -0.7805
H 3.0407 -4.2765 1.8000
H 2.5919 -4.9483 0.1801
H 1.6302 -5.4008 1.6115
H 2.9568 -2.1825 0.7194
H 2.3405 -0.9135 2.8321
H -0.2686 -4.0991 3.1936
H -1.9404 -3.3313 0.7748
C 0.2523 1.0272 4.3579
N 0.3541 2.2646 3.6268
C -0.3395 3.4129 3.9296
C 0.0405 4.3185 2.9923
N 0.9808 3.7397 2.1636
B 1.7593 4.5270 1.1056
N 1.4987 3.9667 -0.3095
C 2.5184 3.7928 -1.2221
C 1.9719 3.3870 -2.4062
N 0.6103 3.3044 -2.1733
C -0.3621 2.8616 -3.1440
C 0.3081 3.6583 -0.8757
S -1.2723 3.6952 -0.1925
C 1.1252 2.4350 2.5148
S 1.9657 1.2145 1.7002
H -0.2863 1.1902 5.3017
H 1.2799 0.6605 4.6020
H -0.2600 0.2573 3.8024
H -1.1051 3.4504 4.6893
H -0.2540 5.3243 2.9063
H 1.5014 5.6851 1.2608
H 2.9755 4.3981 1.3210
H 3.5054 3.9606 -0.8924
H 2.3181 3.2128 -3.4106
H 0.1194 2.5033 -4.0508
H -1.0014 3.7174 -3.3508
H -0.9813 2.0285 -2.8235
O 0.4689 0.4613 -1.9781
N 1.5572 -0.2457 -2.1699
C 2.6843 0.2690 -1.6494
C 3.8610 -0.3978 -1.8524
C 3.8587 -1.6528 -2.4604
C 2.6907 -2.1635 -2.9903
C 1.5365 -1.4084 -2.8304
H 2.5719 1.1553 -1.0349
H 4.7965 -0.0294 -1.4732
H 4.7393 -2.2605 -2.5045
H 2.6121 -3.0946 -3.4657
H 0.5604 -1.6976 -3.0947
*
```

Computed properties:
* DFT total energy: -4659.4441 Ha
* gap between HOMO and LUMO (spin up / spin down): 6.553 / 7.341 eV
* lowest unoccupied orbital energy (spin up / spin down): 2.4 / 2.4 eV
* relative energy (zero: lowest compared OMol25 entry of this formula, charge and spin): 10.5 kJ/mol
* molecular weight: 869.40 g/mol

Löwdin atomic charge list, values in e, 5 entries:
1. Eu 1.432
2. F 0.138
3. C -0.561
4. F 0.113
5. F 0.076


Q: Look up the molecular weight of the third one.
A: 91.09 g/mol


Q: What is the formula in the second record?
A: C8H9AsF15N2O3